Computed, not measured: a single C14H21NO3 molecule at a distorted geometry, with wB97M-V/def2-TZVPD.

Structure (ORCA input):
```
! wB97M-V def2-TZVPD RIJCOSX def2/J DEFGRID3
* xyz 0 1
C 3.143 1.257 -1.719
O 2.052 0.714 -2.451
C 0.909 0.404 -1.817
C 0.646 0.834 -0.522
C -0.598 0.573 0.089
C -0.852 1.069 1.460
C -0.253 0.098 2.484
C -1.378 -0.728 3.080
N 0.473 0.812 3.582
C 1.537 0.011 4.194
C 1.824 1.227 3.281
C -1.561 -0.222 -0.534
C -1.211 -0.800 -1.767
O -1.945 -1.761 -2.425
C -3.022 -2.486 -1.762
C -0.046 -0.453 -2.414
O 0.216 -0.964 -3.670
C 0.010 0.035 -4.662
H 3.348 0.640 -0.846
H 4.017 1.248 -2.351
H 2.917 2.311 -1.368
H 1.311 1.560 -0.027
H -1.940 1.157 1.594
H -0.442 2.071 1.582
H 0.426 -0.598 1.969
H -2.101 -0.049 3.556
H -1.027 -1.465 3.797
H -1.949 -1.208 2.266
H 1.794 -1.008 3.863
H 1.745 0.209 5.225
H 2.201 1.054 2.270
H 2.244 2.110 3.761
H -2.506 -0.453 -0.063
H -2.658 -2.781 -0.799
H -3.270 -3.429 -2.289
H -3.961 -1.893 -1.723
H 0.845 0.769 -4.728
H -0.024 -0.445 -5.642
H -0.916 0.583 -4.476
*
```

Total energy (eV): -22488.1502
Energy above the lowest of the compared OMol25 structures with the same formula, charge and spin (kJ/mol): 453.6
SMILES: COc1cc(C[C@H](C)N2CC2)cc(OC)c1OC

Here are the natural (NBO) charges for atoms 1 to 4, given in e:
1 C -0.248
2 O -0.493
3 C 0.294
4 C -0.345

***

Computed, not measured: a molecular structure, C21H51Br3N2O2 at a distorted geometry, with wB97M-V/def2-TZVPD.

Structure (ORCA input):
```
! wB97M-V def2-TZVPD RIJCOSX def2/J DEFGRID3
* xyz 0 1
C 15.025 9.361 11.490
Br 15.692 7.571 12.073
Br 13.281 9.175 10.680
Br 16.275 10.167 10.174
H 14.943 10.051 12.331
C 17.328 12.183 12.981
C 18.841 12.461 12.841
C 19.317 13.802 13.324
C 20.862 13.917 13.375
C 21.200 15.318 13.732
C 22.550 15.447 14.437
H 16.711 12.695 12.243
H 17.025 12.487 13.983
H 17.144 11.112 12.891
H 19.324 11.683 13.432
H 19.181 12.320 11.815
H 18.932 14.068 14.309
H 18.900 14.500 12.599
H 21.191 13.159 14.086
H 21.283 13.584 12.426
H 21.058 15.975 12.873
H 20.439 15.652 14.437
H 22.554 14.731 15.259
H 23.371 15.253 13.748
H 22.719 16.440 14.855
C 11.770 18.836 12.454
C 11.391 17.387 12.256
C 12.319 16.539 13.103
C 12.393 15.105 12.668
C 13.550 14.390 13.383
C 13.571 12.877 13.194
H 11.603 19.211 13.463
H 11.196 19.377 11.701
H 12.818 19.041 12.236
H 10.346 17.264 12.542
H 11.482 17.199 11.186
H 11.916 16.581 14.115
H 13.331 16.937 13.176
H 11.510 14.473 12.764
H 12.653 14.988 11.616
H 14.450 14.870 13.000
H 13.513 14.574 14.457
H 13.719 12.549 12.165
H 14.240 12.433 13.931
H 12.586 12.472 13.427
C 14.568 13.061 4.482
C 14.645 11.895 5.551
C 14.376 12.324 7.007
O 15.225 13.484 7.273
C 15.600 13.632 8.587
N 13.673 10.812 5.209
H 15.384 13.675 4.865
H 13.610 13.581 4.461
H 14.780 12.718 3.469
H 15.638 11.454 5.461
H 14.704 11.521 7.666
H 13.370 12.675 7.239
H 16.261 14.498 8.596
H 16.254 12.779 8.772
H 14.805 13.652 9.333
H 12.721 11.085 5.010
H 13.615 9.991 5.795
C 11.998 5.540 12.184
C 11.644 5.325 13.709
C 11.721 6.568 14.523
O 13.038 7.142 14.298
C 13.133 8.460 14.792
N 10.310 4.719 13.772
H 11.920 4.596 11.645
H 12.996 5.921 11.971
H 11.301 6.186 11.648
H 12.430 4.639 14.025
H 11.500 6.330 15.563
H 10.966 7.258 14.145
H 12.472 9.085 14.192
H 14.138 8.876 14.718
H 12.622 8.616 15.742
H 9.590 5.426 13.721
H 10.242 4.189 14.629
*
```

Total energy (eV): -239804.4105

Here are the Mulliken charges for atoms 1 to 4, given in e:
1 C 0.077
2 Br -0.051
3 Br -0.053
4 Br -0.056

***

Computed, not measured: a molecular structure, C25H20BrCrI2N3O3, with wB97M-V/def2-TZVPD.

Structure (ORCA input):
```
! wB97M-V def2-TZVPD RIJCOSX def2/J DEFGRID3
* xyz 1 2
Cr -0.175 0.547 0.626
I 4.174 -5.240 2.643
C 2.765 -3.739 2.347
C 1.496 -3.864 2.895
C 0.559 -2.863 2.686
I -1.346 -3.055 3.493
C 0.885 -1.729 1.940
O -0.059 -0.786 1.765
C 2.167 -1.600 1.394
C 2.566 -0.377 0.613
N 1.509 -0.006 -0.364
C 1.943 1.034 -1.322
C 0.840 2.003 -1.663
C 1.005 2.960 -2.656
C -0.034 3.832 -2.925
C -1.211 3.733 -2.192
C -1.296 2.760 -1.218
N -0.295 1.908 -0.968
C 3.092 -2.616 1.597
H 1.235 -4.733 3.481
H 3.500 -0.583 0.082
H 2.713 0.490 1.261
H 1.281 -0.849 -0.896
H 2.300 0.564 -2.242
H 2.785 1.580 -0.891
H 1.935 3.017 -3.204
H 0.069 4.584 -3.695
H -2.041 4.400 -2.367
H -2.184 2.648 -0.608
H 4.081 -2.523 1.169
C -1.252 -0.610 -2.239
C -0.396 -1.638 -2.585
C -0.231 -2.727 -1.726
C -0.929 -2.788 -0.532
C -1.806 -1.760 -0.190
C -1.954 -0.657 -1.027
H -1.399 0.224 -2.913
H 0.126 -1.613 -3.533
H 0.430 -3.537 -2.006
H -0.814 -3.635 0.132
H -2.362 -1.815 0.737
H -2.706 0.093 -0.805
Br -3.170 3.028 6.575
C -2.636 2.451 4.866
C -3.559 1.822 4.034
N -3.243 1.384 2.823
C -1.999 1.570 2.416
C -1.001 2.188 3.153
C -1.340 2.642 4.425
C 0.404 2.409 2.667
O 1.199 3.024 3.330
O 0.726 1.904 1.483
H -4.580 1.671 4.361
H -1.845 1.181 1.389
H -0.592 3.130 5.035
*
```

Total energy (eV): -151522.6413
<S²>: 0.760
Energy above the lowest of the compared OMol25 structures with the same formula, charge and spin (kJ/mol): 114.5

Here are the natural (NBO) charges for atoms 1 to 4, given in e:
1 Cr 1.280
2 I 0.207
3 C -0.158
4 C -0.255

***

> The lowest total energy belongs to which entry?

C21H51Br3N2O2

***

> What is the total energy in the second record?

-239804.4105 eV

***

> total energy of number 1 (C14H21NO3)?

-22488.1502 eV